Molecular formula: C84H196N12O20
Method: DFT, ωB97M-V with the def2-TZVPD basis set

```
312
Properties=species:S:1:pos:R:3:mulliken_charge:R:1
C 6.04277 3.61200 -7.53404 -1.51
C 4.51169 3.26022 -7.29880 1.47
C 3.80989 3.35400 -8.65657 -2.05
C 4.51911 1.77495 -6.83782 -1.36
C 4.83158 1.53544 -5.32622 0.18
C 3.83984 2.35901 -4.50228 0.03
C 3.91334 3.86150 -4.87133 2.61
C 2.66822 4.53127 -4.28755 -2.26
C 5.10527 4.64185 -4.34121 -1.64
N 3.74685 3.98537 -6.34455 0.04
O 3.68543 5.38460 -6.72305 -0.52
H 6.33708 4.67375 -7.63595 0.24
H 6.51747 3.19838 -6.67663 0.45
H 6.30007 3.11373 -8.47555 0.42
H 2.79107 3.04190 -8.42589 0.43
H 3.71681 4.36893 -8.98464 0.43
H 4.28865 2.72628 -9.42116 0.39
H 3.53523 1.32840 -6.93596 -0.03
H 5.13273 1.12361 -7.48664 0.46
H 4.64725 0.48445 -5.10289 0.00
H 5.85078 1.85797 -5.08442 0.18
H 3.96655 2.28627 -3.44557 -0.25
H 2.81368 2.05469 -4.73085 -0.52
H 2.60055 5.59162 -4.48742 0.51
H 2.64860 4.35330 -3.19742 0.22
H 1.74070 4.11973 -4.68887 0.51
H 5.05900 5.70245 -4.61209 0.60
H 6.03668 4.22811 -4.76665 0.20
H 5.19084 4.52328 -3.26188 0.45
H 4.61615 5.67097 -6.84401 0.38
C -6.96974 2.68714 4.46352 -1.19
C -6.89384 2.86061 2.96719 1.99
C -7.06792 4.30736 2.70763 -1.46
C -5.48316 2.48219 2.54416 -0.81
C -5.21624 0.97601 2.72793 0.55
C -6.25162 0.24555 1.83444 -0.34
C -7.70971 0.64026 2.09654 1.87
C -8.55860 0.04918 1.00604 -2.32
C -8.23946 -0.03076 3.39640 -1.17
N -7.84298 2.06772 2.06905 0.36
O -9.18113 2.46722 2.31441 -0.50
H -6.59545 3.54825 4.94497 0.36
H -7.94577 2.45489 4.93432 0.32
H -6.23273 1.96202 4.79525 -0.21
H -7.02311 4.66252 1.64757 0.32
H -7.96403 4.61811 3.19833 0.48
H -6.21449 4.83741 3.15707 -0.05
H -5.25884 2.75580 1.49156 0.48
H -4.77348 3.08160 3.16041 -0.97
H -4.32636 0.74026 2.19349 -0.47
H -5.17286 0.58321 3.74219 0.88
H -6.24140 -0.85806 1.94643 -1.02
H -6.13601 0.51044 0.75146 0.16
H -8.19061 -0.91604 0.75715 0.50
H -8.28188 0.53893 0.07669 0.56
H -9.60878 0.03199 1.18060 0.42
H -8.64129 -1.02157 3.09732 0.28
H -9.00188 0.57353 3.92313 0.33
H -7.33144 -0.11948 4.01382 -0.01
H -9.44348 2.89061 1.50400 0.35
C 8.21054 1.37229 -2.47658 -1.39
C 8.71133 2.09715 -1.26441 1.94
C 10.17194 1.63137 -0.95373 -1.96
C 8.86437 3.63234 -1.61684 -1.81
C 7.49388 4.33246 -1.59374 1.10
C 7.00689 4.11046 -0.17912 -1.82
C 6.71128 2.63208 0.05798 1.71
C 6.17396 2.49965 1.51454 -1.56
C 5.59663 2.24778 -0.91870 0.06
N 7.96525 1.96928 -0.02104 0.12
O 7.80298 0.57541 0.23695 -0.36
H 7.74830 0.39312 -2.19379 0.19
H 7.43164 1.87155 -3.05948 -0.06
H 9.10321 1.21502 -3.11977 0.51
H 10.30627 0.54951 -0.83186 0.34
H 10.91069 1.86118 -1.75554 0.39
H 10.50026 2.08730 -0.02572 0.50
H 9.50921 4.02942 -0.86496 0.50
H 9.39523 3.73785 -2.57024 0.43
H 7.62551 5.40142 -1.86025 0.41
H 6.79646 3.92638 -2.33286 -1.02
H 6.12333 4.70548 0.03100 0.45
H 7.77582 4.42016 0.55499 0.41
H 6.05288 1.38804 1.62279 0.27
H 5.20709 2.95097 1.61079 -0.06
H 6.91982 2.81861 2.19167 0.64
H 5.82782 2.51853 -1.94778 -0.58
H 4.73655 2.79877 -0.55901 0.00
H 5.43328 1.13747 -0.89382 0.09
H 8.30592 0.45190 1.04087 0.34
C -2.80705 -2.81457 3.09597 0.89
C -3.55994 -3.95415 3.83793 2.10
C -2.52932 -4.82570 4.48713 -0.92
C -4.50347 -3.27785 4.86365 -1.91
C -5.73078 -2.67243 4.24204 1.10
C -6.51157 -3.76077 3.42874 -1.41
C -5.58484 -4.36056 2.32902 1.75
C -6.25648 -5.68171 1.82884 -2.04
C -5.30895 -3.39165 1.15883 1.20
N -4.39278 -4.91946 3.03524 -0.17
O -3.55032 -5.61483 2.13102 -0.41
H -1.80565 -2.63000 3.42034 -0.20
H -2.82361 -2.92684 2.02381 -1.14
H -3.43953 -1.92598 3.31937 -0.80
H -1.91513 -5.16316 3.67070 -0.09
H -1.87873 -4.17957 5.12549 0.25
H -2.84327 -5.68611 5.08521 0.33
H -4.82250 -4.01787 5.58860 0.47
H -3.89253 -2.55722 5.42053 0.26
H -6.31763 -2.22402 5.06661 0.70
H -5.54565 -1.86095 3.55826 -1.00
H -7.31226 -3.16939 2.86538 0.27
H -6.89943 -4.57118 4.05757 0.49
H -6.40927 -6.36412 2.72989 0.47
H -5.66385 -6.25805 1.13657 0.22
H -7.24732 -5.54922 1.38311 0.34
H -6.24617 -3.19872 0.64125 0.18
H -4.59577 -3.77800 0.37065 -0.73
H -4.88846 -2.41098 1.46461 -1.04
H -3.08893 -4.96863 1.53774 0.18
C -1.97625 2.63137 -3.91659 -1.22
O -1.12559 1.85514 -3.00505 0.50
C 0.09291 1.52903 -3.63148 -0.22
C 0.09925 0.09876 -4.24395 -0.28
N 1.38418 -0.15316 -4.93122 0.45
C 1.34765 -1.39856 -5.71782 0.16
C 2.53081 -1.61068 -6.59698 -1.03
O 3.72307 -1.81869 -5.81934 -0.04
C 4.77843 -2.12752 -6.74399 -1.06
H -2.99999 2.73372 -3.57690 0.38
H -1.92438 2.01117 -4.84325 0.34
H -1.54907 3.61820 -4.06430 0.30
H 0.86817 1.53083 -2.80484 -0.46
H 0.34956 2.33094 -4.35403 0.36
H -0.63388 0.21892 -5.03644 0.87
H -0.22865 -0.61845 -3.48379 -0.25
H 1.99557 -0.39700 -4.17843 -0.97
H 0.41862 -1.35421 -6.35546 0.47
H 1.19586 -2.26451 -5.04428 -0.25
H 2.66722 -0.75006 -7.26229 0.24
H 2.31200 -2.40832 -7.24544 0.70
H 4.82217 -1.42280 -7.54979 0.37
H 4.55716 -3.12719 -7.18292 0.31
H 5.72735 -2.16730 -6.28465 0.30
C 0.73749 -2.16832 5.41615 -0.13
O 1.18878 -0.82516 5.61368 -0.53
C 1.57013 -0.14659 4.45107 -0.31
C 0.31886 0.36238 3.67048 1.02
N -0.54696 1.10614 4.54160 -0.29
C -1.93763 1.17600 4.02877 1.44
C -2.89198 1.72436 5.02177 -0.55
O -3.15289 0.59632 5.87885 -0.19
C -4.03074 1.00308 6.90089 -0.92
H 1.54068 -2.73206 4.99092 0.20
H -0.14054 -2.22756 4.73243 -0.15
H 0.42814 -2.58136 6.33766 0.47
H 2.13975 -0.83307 3.77654 -0.03
H 2.22403 0.69689 4.76559 0.36
H -0.10282 -0.62760 3.33218 -1.24
H 0.66597 1.01140 2.86484 -0.06
H -0.65372 0.54757 5.38185 0.64
H -2.34210 0.18300 3.71318 -0.21
H -1.86261 1.85793 3.20087 -0.72
H -3.82615 2.05922 4.55196 -0.43
H -2.50613 2.59531 5.51624 0.92
H -4.37932 0.19269 7.53178 0.24
H -4.83612 1.50654 6.46600 0.34
H -3.52744 1.71181 7.58328 0.31
C -2.10100 4.83730 -0.32634 -0.69
O -1.55218 5.11012 0.95838 -0.61
C -1.41885 3.93467 1.77317 0.95
C -1.19303 4.32840 3.27596 -1.99
N -2.49668 4.60306 3.83948 0.59
C -2.41296 5.31331 5.10239 -1.01
C -3.81363 5.36598 5.77638 -0.43
O -4.90353 5.72710 4.88187 -0.27
C -4.70663 6.89079 4.15169 -0.86
H -1.57112 4.07582 -0.91526 0.15
H -2.08725 5.78555 -0.85933 0.44
H -3.14593 4.49578 -0.27189 0.19
H -0.54462 3.43261 1.35760 -0.31
H -2.36158 3.30690 1.77706 0.23
H -0.49184 5.11890 3.44270 0.81
H -0.75372 3.52881 3.87836 0.30
H -2.99471 5.07402 3.11309 0.34
H -2.00214 6.32386 5.03047 0.44
H -1.71406 4.72250 5.72549 0.47
H -3.80817 6.15402 6.57450 0.43
H -4.10450 4.35992 6.18436 -0.02
H -5.57797 7.20991 3.62407 0.31
H -3.79773 6.84531 3.55960 0.24
H -4.59810 7.75020 4.85443 0.34
C -6.80292 -5.12013 -3.34534 -0.81
O -6.49207 -3.72827 -3.27461 -0.29
C -7.16131 -3.04380 -2.20336 -0.28
C -6.57523 -1.64821 -2.11256 -0.25
N -5.15997 -1.66457 -1.60303 1.18
C -4.17267 -1.28392 -2.65551 0.03
C -4.11218 0.21482 -2.90188 0.73
O -5.21300 0.50860 -3.72812 -0.54
C -5.05341 0.13509 -5.06636 -0.55
H -6.28810 -5.49580 -4.24293 0.26
H -7.86285 -5.30899 -3.31895 0.34
H -6.34806 -5.68414 -2.54266 0.24
H -7.00491 -3.61648 -1.25215 0.11
H -8.24649 -2.97138 -2.35401 0.56
H -7.27674 -1.04030 -1.50792 -0.34
H -6.64338 -1.19214 -3.13343 0.22
H -5.00124 -2.65661 -1.45149 -0.50
H -4.51003 -1.82593 -3.51972 0.73
H -3.18926 -1.70618 -2.43218 -0.89
H -3.13400 0.43615 -3.27708 -0.57
H -4.39225 0.79547 -1.98609 -0.04
H -5.38711 -0.90137 -5.09835 0.27
H -3.96993 0.12496 -5.43803 0.13
H -5.67837 0.74243 -5.71418 0.29
C 1.01737 -4.48171 3.11166 -0.96
O 0.71017 -5.56195 2.28048 -0.45
C 1.21795 -5.55038 1.00894 0.21
C 0.15935 -6.37535 0.15922 -0.95
N -1.19049 -6.06384 0.62160 0.42
C -2.17368 -6.55857 -0.29665 -1.55
C -2.42910 -5.63982 -1.47627 0.48
O -1.31253 -5.38295 -2.35418 -0.22
C -1.80528 -4.78625 -3.54065 -0.52
H 0.46528 -4.68093 3.99270 0.33
H 0.72834 -3.55907 2.61495 0.34
H 2.06225 -4.41664 3.27762 0.47
H 2.24155 -5.94014 1.06047 0.60
H 1.39626 -4.57320 0.55270 -0.35
H 0.37591 -7.47322 0.29809 0.39
H 0.31021 -6.23638 -0.93788 0.19
H -1.45896 -6.34029 1.51441 0.25
H -3.14981 -6.60743 0.21237 0.39
H -1.90012 -7.58444 -0.64044 0.41
H -2.78873 -4.68784 -1.14616 -0.32
H -3.25451 -6.07811 -2.05062 0.53
H -0.94633 -4.69125 -4.18314 0.15
H -2.25822 -3.76120 -3.30989 0.02
H -2.62228 -5.40529 -3.96382 0.35
C 2.79941 0.37534 0.64219 1.19
O 2.76372 1.58994 1.34737 -0.91
C 1.89470 2.47779 0.69188 0.64
C 2.19487 3.85877 1.25905 -1.85
N 2.12120 3.94527 2.69212 0.74
C 2.57525 5.21823 3.31173 -0.79
C 2.13820 5.29870 4.78280 0.00
O 2.73581 6.46108 5.31940 -0.45
C 3.97411 6.17755 5.95899 -0.60
H 3.10782 0.54726 -0.35283 0.16
H 1.77544 0.01463 0.59170 -0.13
H 3.44710 -0.32452 1.13515 -0.62
H 0.89126 2.13671 0.80700 0.20
H 2.09699 2.64865 -0.38369 -0.45
H 1.50473 4.58650 0.74948 0.44
H 3.18196 4.08614 0.82037 0.57
H 2.63436 3.16544 3.11653 0.02
H 2.10453 6.11669 2.84816 0.27
H 3.65853 5.27975 3.27125 0.43
H 2.46165 4.44463 5.37612 0.43
H 1.05530 5.42028 4.87814 -0.24
H 4.39802 7.12352 6.23753 0.29
H 4.70757 5.54517 5.34593 0.21
H 3.76229 5.70073 6.91390 0.28
C 4.53629 -2.53067 3.01463 0.04
O 4.93217 -3.37355 1.96797 -0.39
C 5.89542 -2.72866 1.11856 0.55
C 6.55299 -3.77868 0.29775 -1.35
N 5.57906 -4.51451 -0.53865 0.31
C 6.19768 -5.63069 -1.25555 -0.90
C 5.23091 -6.21010 -2.25300 -0.46
O 4.26846 -6.99230 -1.49511 -0.37
C 3.19765 -7.34785 -2.37581 -0.51
H 4.00628 -1.67699 2.62916 -0.36
H 5.36682 -2.22699 3.69637 0.35
H 3.83852 -3.07062 3.67107 0.20
H 6.66096 -2.24415 1.63775 0.76
H 5.43367 -2.01007 0.43282 -0.62
H 7.12332 -4.51468 0.91631 0.36
H 7.28192 -3.30537 -0.36879 0.48
H 4.85627 -4.86851 0.15825 -0.08
H 6.56976 -6.39775 -0.53173 0.40
H 7.08988 -5.29466 -1.82270 0.41
H 5.75766 -6.97257 -2.88899 0.45
H 4.78719 -5.50798 -2.90989 0.28
H 3.60055 -7.95262 -3.20197 0.40
H 2.62907 -6.45318 -2.77286 0.06
H 2.49732 -7.97488 -1.83785 0.21
C -1.47925 0.95322 0.01196 0.77
O -1.15828 -0.26239 -0.64936 1.04
C -1.50927 -1.37761 0.10877 0.09
C -0.82861 -2.54383 -0.56490 0.86
N 0.60167 -2.32195 -0.76801 1.14
C 1.15698 -3.13009 -1.86485 1.25
C 2.60533 -2.76575 -2.10817 -1.30
O 2.75200 -1.36273 -2.39176 1.71
C 4.15368 -1.03984 -2.31647 0.73
H -1.05516 0.88768 1.03843 -0.66
H -2.62402 1.02820 0.09300 -0.35
H -1.05340 1.86807 -0.49365 -0.26
H -2.64012 -1.43932 0.10381 -0.11
H -1.13088 -1.21044 1.11701 0.25
H -1.36599 -2.56197 -1.57490 -1.20
H -1.03757 -3.47932 -0.07005 -0.52
H 0.76214 -1.34446 -0.98160 -0.24
H 0.59158 -3.05827 -2.82317 -0.75
H 1.03589 -4.21526 -1.56294 -0.72
H 3.03352 -3.27781 -2.91345 0.48
H 3.15955 -2.99741 -1.18161 -0.34
H 4.73095 -1.69345 -3.00721 0.58
H 4.42033 -1.12451 -1.23429 -0.77
H 4.21552 0.07239 -2.54538 -1.01
```

Calculated values
Energy ... -5479.3312 a.u.
Kohn-Sham gap ... 8.77 eV
LUMO level ... 0.017 Eh
ΔE to the lowest compared entry with this formula, charge and spin ... 0.0000 eV